(1)
The following is a quantum chemistry calculation of a structure of composition C30H31N11O2STi, from the Open Molecules 2025 dataset.

XYZ file:
```
76
Properties=species:S:1:pos:R:3
Ti 0.0451 0.5688 -0.5732
C -0.6442 -0.5958 3.3468
C -0.7733 -0.0848 1.9474
N 0.0048 -0.6083 0.9516
N 0.2637 -1.9693 0.9521
C -0.0687 -2.6481 -0.1531
N 0.1144 -3.9690 -0.1788
S -0.6816 -1.8215 -1.5036
C -1.7421 0.8182 1.4875
C -2.7013 1.4749 2.3200
C -3.7912 2.0727 1.7732
C -3.9353 2.1182 0.3610
C -2.9373 1.5868 -0.4049
N -1.8354 0.9963 0.1118
H -0.9827 -1.6342 3.4151
H -1.2565 -0.0315 4.0450
H 0.3880 -0.5467 3.7015
H 0.5416 -2.4150 1.8141
H 0.3673 -4.4945 0.6421
H -0.1783 -4.4794 -0.9940
H -2.5766 1.4431 3.3926
H -4.5457 2.5194 2.4081
H -4.8104 2.5478 -0.1041
H -2.9716 1.6231 -1.4870
N 2.0305 -0.1555 -1.3724
C 2.8132 -0.5691 -2.1056
C 3.7898 -1.0756 -3.0060
C 4.8808 -0.2708 -3.3492
C 5.8256 -0.7683 -4.2285
C 5.6792 -2.0455 -4.7547
C 4.5935 -2.8395 -4.4082
C 3.6384 -2.3616 -3.5300
H 4.9812 0.7195 -2.9269
H 6.6777 -0.1626 -4.5036
H 6.4215 -2.4269 -5.4429
H 4.4943 -3.8321 -4.8250
H 2.7863 -2.9662 -3.2523
N 1.6755 3.3379 -4.8058
N 0.7309 2.5827 -4.1458
N -0.3058 2.0768 -4.7709
C -0.8619 1.3508 -3.8154
N -0.1683 1.4329 -2.6739
N 0.8642 2.2322 -2.9092
H 1.2020 3.8481 -5.5447
H 2.0977 3.9751 -4.1389
H -1.7546 0.7643 -3.9493
C -1.1107 3.9830 5.1583
O -1.3056 4.3807 3.8042
C -1.6534 5.6646 3.5724
C -1.8358 6.6338 4.5526
C -2.2039 7.9224 4.1974
C -2.3967 8.2760 2.8709
C -2.2041 7.3240 1.8849
C -1.8173 6.0375 2.2321
N -1.6895 5.0692 1.1893
C -0.7330 4.2346 0.9008
C 0.5738 4.1173 1.4378
C 1.1856 5.1049 2.2396
C 2.4874 4.9717 2.6472
C 3.2130 3.8396 2.2696
C 2.6545 2.8592 1.4775
C 1.3288 2.9749 1.0441
O 0.8372 2.0374 0.2595
H -0.8526 2.9279 5.1213
H -2.0223 4.1207 5.7423
H -0.2888 4.5376 5.6148
H -1.7008 6.3876 5.5958
H -2.3461 8.6583 4.9771
H -2.6892 9.2817 2.6064
H -2.3374 7.5743 0.8398
H -2.5211 4.9594 0.6202
H -0.9827 3.5550 0.0944
H 0.6310 5.9928 2.5053
H 2.9573 5.7402 3.2443
H 4.2397 3.7332 2.5962
H 3.2222 1.9888 1.1790
```

## Properties
LUMO energy (spin up / spin down), eV: -5.6 / -5.6
ΔE to the lowest compared entry with this formula, charge and spin, kJ/mol: 66.95
HOMO-LUMO gap (spin up / spin down), eV: 5.8 / 5.8
Charge: +2
HOMO energy (spin up / spin down), eV: -11.48 / -11.48

Atom charges from the Mulliken analysis, given in e for atoms 1 to 2: -0.226 -1.632



(2)
The following is a quantum chemistry calculation of a structure of composition C26H28AsF3N4O4ReS2, from the Open Molecules 2025 dataset.

XYZ file:
```
69
Properties=species:S:1:pos:R:3
Re -0.6308 -0.3572 -0.1733
O 3.2831 -0.8056 0.7563
C 2.1322 -1.0078 0.4491
O 1.2008 -0.0728 0.3591
C 1.5751 -2.3441 0.0678
C 2.2253 -3.5622 -0.0008
C 1.5050 -4.6635 -0.4518
C 0.1772 -4.5185 -0.8415
C -0.4004 -3.2668 -0.7438
N 0.2984 -2.2277 -0.2880
C -1.7712 -2.8443 -1.1882
O -2.5662 -3.5656 -1.7229
O -1.9425 -1.5422 -0.9696
H 3.2633 -3.6226 0.2929
H 1.9814 -5.6317 -0.5127
H -0.4143 -5.3387 -1.2229
C 0.9005 -2.0162 -3.8622
C 0.2293 -0.6975 -4.2345
As -0.3255 0.3808 -2.6973
C -2.1058 0.9698 -3.2460
C -2.1069 2.1100 -4.2567
C 0.8131 1.9387 -2.8844
C 2.2667 1.5592 -2.6123
H 1.2551 -2.5397 -4.7510
H 0.2047 -2.6815 -3.3501
H 1.7593 -1.8582 -3.2052
H -0.6646 -0.8771 -4.8337
H 0.9026 -0.0725 -4.8248
H -2.6503 1.2454 -2.3425
H -2.5973 0.0803 -3.6481
H -1.7004 3.0238 -3.8233
H -3.1252 2.3246 -4.5831
H -1.5209 1.8700 -5.1467
H 0.4793 2.6906 -2.1662
H 0.6898 2.3401 -3.8921
H 2.3870 1.2139 -1.5848
H 2.9183 2.4228 -2.7438
H 2.6149 0.7713 -3.2864
F -4.6332 -1.7073 8.3851
C -5.0857 -0.7676 7.5248
F -6.3768 -1.0730 7.2685
F -5.0766 0.4073 8.1791
C -4.2659 -0.7299 6.2673
C -4.1889 -1.8798 5.4890
C -3.4455 -1.8747 4.3261
C -2.7770 -0.7150 3.9199
C -2.8621 0.4315 4.7097
C -3.6021 0.4238 5.8806
C -2.0253 -0.6964 2.7023
C -1.3723 -0.6958 1.6767
H -4.7083 -2.7774 5.7982
H -3.3745 -2.7648 3.7170
H -2.3440 1.3269 4.3953
H -3.6647 1.3151 6.4886
S -2.1600 4.0905 0.0893
C -1.6656 2.5922 0.0418
N -1.3111 1.4631 -0.0139
S 1.6422 3.4092 0.3771
C 3.2477 3.1253 0.0629
N 3.9809 2.0763 0.4894
C 5.3314 2.0718 -0.0490
C 5.4288 3.4450 -0.7451
N 4.0560 3.9137 -0.6888
H 3.5206 1.2123 0.7425
H 5.4758 1.2451 -0.7477
H 6.0649 1.9735 0.7518
H 5.7668 3.3525 -1.7786
H 6.1089 4.1191 -0.2209
H 3.7754 4.8598 -0.8734
```

## Properties
LUMO energy (spin up / spin down), eV: -1.4 / -1.4
ΔE to the lowest compared entry with this formula, charge and spin, kJ/mol: 133.38
HOMO-LUMO gap (spin up / spin down), eV: 6.5 / 6.2
2S+1: 2
Charge: 0
<S²>: 0.762
HOMO energy (spin up / spin down), eV: -7.81 / -7.58

Atom charges from the natural (NBO) analysis, given in e for atoms 1 to 2: 1.329 -0.592



(3)
The following is a quantum chemistry calculation of a structure of composition C21H37NO3Zr at a distorted geometry, from the Open Molecules 2025 dataset.

XYZ file:
```
63
Properties=species:S:1:pos:R:3
C 4.7942 -1.5327 2.3266
C 3.4490 -1.8117 1.5956
C 3.0132 -3.2437 2.0320
C 2.4396 -0.7913 2.1676
C 3.7786 -1.6646 0.0736
C 2.6034 -1.4495 -0.9459
C 1.3485 -2.3352 -0.6799
C 3.1752 -1.9008 -2.3566
C 2.1462 0.0054 -1.1409
C 2.7590 1.1076 -0.5199
C 2.2928 2.3679 -0.7205
C 1.1746 2.5572 -1.5723
O 0.7970 3.8261 -1.6936
C -0.5632 4.2059 -1.3419
C -0.9698 3.9823 0.1533
O -2.3039 3.5220 0.1656
C -2.6209 2.4657 1.0279
C -2.9016 1.1290 0.2821
C -4.3551 1.0232 -0.1898
O -5.2255 0.6261 0.8518
C -6.4567 0.1957 0.3482
C -6.5724 -1.3946 0.3455
N -6.6862 -1.9501 -0.9819
C 0.5502 1.4852 -2.2442
C 1.0517 0.2325 -2.0105
H 4.7107 -1.5509 3.4202
H 5.1701 -0.4905 2.0175
H 5.5183 -2.3591 1.9881
H 3.2806 -3.3538 3.0928
H 3.4634 -4.0554 1.4502
H 1.9195 -3.2909 2.0215
H 1.5708 -0.6174 1.5303
H 2.9434 0.1785 2.3045
H 2.1175 -1.1077 3.1679
H 4.2885 -2.6118 -0.2387
H 4.5059 -0.8193 -0.0904
H 0.8796 -2.5169 -1.6551
H 0.5878 -1.7937 -0.1047
H 1.5716 -3.3226 -0.2685
H 4.0334 -1.2881 -2.6536
H 2.3583 -1.8087 -3.0757
H 3.4380 -2.9629 -2.2574
H 3.6164 0.9812 0.1357
H 2.7613 3.2192 -0.2326
H -1.3069 3.7018 -1.9717
H -0.6450 5.2735 -1.5603
H -0.2602 3.3871 0.7410
H -0.9910 4.9838 0.6166
H -1.8942 2.3218 1.8388
H -3.5678 2.7292 1.5357
H -2.6538 0.2489 0.8908
H -2.2848 1.0331 -0.6275
H -4.3691 0.2105 -0.9583
H -4.6803 1.9312 -0.7225
H -6.6830 0.5923 -0.6501
H -7.2502 0.5745 1.0100
H -5.6467 -1.7908 0.7883
H -7.4063 -1.7255 0.9883
H -5.8059 -2.4045 -1.2209
H -6.8702 -1.2571 -1.7077
H -0.2980 1.6102 -2.9116
H 0.5510 -0.5890 -2.5158
Zr 6.6102 -1.9181 0.9129
```

## Properties
LUMO energy, eV: -16.0
HOMO-LUMO gap, eV: 2.0
Charge: +4
HOMO energy, eV: -17.95

Atom charges from the natural (NBO) analysis, given in e for atoms 1 to 2: -0.518 -0.039